The following is a DFT calculation (the ωB97M-V functional and the def2-TZVPD basis) of C11H8N2 in the gas phase.

HOMO-LUMO gap = 8.15 eV
HOMO energy = -7.9 eV
strongest force on any atom = 4.89 eV/A
LUMO = 0.2 eV
spin multiplicity = 1
relative energy (zero: lowest compared OMol25 entry of this formula, charge and spin) = 120.3 kJ/mol

```
21
C11H8N2 | OMol25 | the ωB97M-V functional and the def2-TZVPD basis
C 3.15 0.06 0.06
C 2.62 -1.26 0.07
C 1.27 -1.44 0.05
C 0.42 -0.30 -0.05
C 0.99 0.92 -0.13
C 2.33 1.05 -0.15
N 0.34 2.09 -0.16
C -0.94 2.11 0.12
C -1.65 0.85 0.02
C -3.00 0.49 0.07
C -3.08 -0.90 -0.04
C -1.86 -1.47 -0.14
N -0.97 -0.35 -0.05
H 4.21 0.34 0.10
H 3.35 -2.05 0.07
H 1.04 -2.50 0.15
H 2.72 2.12 -0.09
H -1.51 2.95 0.45
H -3.82 1.24 -0.06
H -4.09 -1.48 0.06
H -1.54 -2.46 -0.35
```